No. 1
The molecule C4H7N3O in a non-equilibrium geometry, computed with ωB97M-V with the def2-TZVPD basis set.

Values from the calculation:
E_LUMO, eV: 0.7761
Relative energy (zero: lowest compared OMol25 entry of this formula, charge and spin), kJ/mol: 500.5
Total energy, Ha: -395.95778
Net charge: 0
E_HOMO, eV: -8.53

Element x y z (Å)
H: -0.79707 2.01025 -0.26667
N: 0.22801 1.80191 0.19033
C: 0.28424 0.52321 0.27629
C: -0.63734 -0.43691 -0.04020
C: -2.04677 0.07071 -0.03503
C: -0.11231 -1.65870 -0.09156
O: 1.15439 -1.58885 0.18995
N: 1.56016 -0.14389 0.50243
N: 2.57872 0.19477 -0.36837
H: -2.79548 -0.83100 -0.31658
H: -2.17927 0.87804 -0.72006
H: -2.38238 0.20641 1.08676
H: -0.70391 -2.63026 -0.00002
H: 2.28394 1.22248 -0.58223
H: 3.56506 0.38184 0.17495

Mulliken atomic charge list, values in e, 8 entries: 0.24 -0.83 0.49 0.46 -1.36 -0.19 -0.33 0.28

***

No. 2
A cluster of 2 separate species, C29H33N3O2 in total in a non-equilibrium geometry, computed with ωB97M-V with the def2-TZVPD basis set.

Values from the calculation:
E_LUMO, eV: -1.5533
Relative energy (zero: lowest compared OMol25 entry of this formula, charge and spin), kJ/mol: 64.8
Total energy, Ha: -1439.56852
Net charge: 0
E_HOMO, eV: -7.33

Element x y z (Å)
C: -2.18078 -3.45957 -5.94084
C: -1.84651 -2.41503 -4.87927
C: -0.45766 -1.85149 -5.23651
C: -2.87089 -1.25325 -4.72371
C: -2.62518 -0.35526 -3.41104
O: -3.24695 0.71004 -3.40492
N: -1.76164 -0.83048 -2.42135
C: -1.72465 -2.18801 -2.28397
O: -1.51353 -2.83547 -1.22640
C: -1.93126 -3.11385 -3.51442
H: -3.17409 -3.88180 -5.79087
H: -2.12413 -3.07200 -6.95946
H: -1.45862 -4.28365 -5.88038
H: -0.19292 -0.98118 -4.63051
H: 0.34085 -2.59939 -5.14270
H: -0.47346 -1.52952 -6.28541
H: -2.88779 -0.60576 -5.62060
H: -3.88059 -1.69361 -4.63283
H: -2.94008 -3.56350 -3.43928
H: -1.22188 -3.94408 -3.42756
C: -3.55241 -3.30788 3.46866
N: -2.62122 -2.31654 2.95991
C: -1.97420 -2.34131 1.75663
C: -1.04037 -1.26578 1.69873
C: -0.39797 -0.83026 0.55466
C: 0.68086 0.14349 0.57087
C: 0.26606 1.47691 0.73761
C: 1.18614 2.49169 0.90696
C: 2.57485 2.23357 0.75681
N: 3.46653 3.26330 0.81527
C: 2.97396 4.64058 0.79564
C: 1.71923 4.82647 1.64383
C: 0.64290 3.83524 1.22484
C: 4.83435 3.04836 0.34953
C: 5.38941 1.68140 0.75616
C: 4.44492 0.55278 0.33715
C: 3.00164 0.90268 0.47318
C: 2.05674 -0.09683 0.29447
C: -1.07928 -0.63130 3.04676
C: -0.34380 0.34089 3.70359
C: -0.77495 0.79778 4.95827
C: -1.89364 0.23258 5.60122
C: -2.56684 -0.85046 5.01096
C: -2.12724 -1.26527 3.75412
H: -3.93802 -2.95187 4.42304
H: -4.39406 -3.48074 2.78913
H: -3.01560 -4.25020 3.62894
H: -2.23320 -2.93674 0.89205
H: -0.76432 -1.17375 -0.42380
H: -0.79672 1.70880 0.72515
H: 3.78903 5.28882 1.14281
H: 2.73399 4.92566 -0.24450
H: 1.93929 4.66911 2.70713
H: 1.34592 5.85015 1.54229
H: 0.09252 4.22008 0.35035
H: -0.10746 3.73520 2.02413
H: 4.87444 3.12012 -0.75295
H: 5.45635 3.85909 0.75034
H: 6.36975 1.52375 0.29548
H: 5.54137 1.62447 1.84333
H: 4.65467 0.27469 -0.70899
H: 4.65072 -0.35515 0.92444
H: 2.35794 -1.09391 -0.04351
H: 0.52032 0.76766 3.20292
H: -0.24427 1.63251 5.43528
H: -2.17791 0.58757 6.59407
H: -3.34866 -1.36055 5.57907

Mulliken atomic charge list, values in e, 8 entries: -2.00 2.01 -1.76 -0.85 0.21 -0.68 -0.29 0.42